Formula: C51H122O22
Source: the OMol25 dataset
Level of theory: ωB97M-V/def2-TZVPD

Atoms and positions in Å:
O  -0.8149  0.7743  -1.1004
O  1.3342  -0.8788  -0.7226
O  -0.7368  -1.4083  -2.7877
O  6.0544  -0.5326  5.8125
O  2.0914  -4.5437  1.6963
O  0.5459  4.4963  -1.7277
O  -3.7920  4.3455  2.0296
O  -2.8043  2.0302  -4.5132
O  5.1768  1.4912  -2.1139
O  -8.4887  -2.4925  -0.0863
O  -6.0931  -0.9408  -0.6065
O  -4.7423  -4.7013  1.6744
O  3.2645  3.1604  3.8337
O  4.7275  -1.9719  3.7671
O  3.8765  4.1602  1.3114
O  -3.8290  3.8156  -2.5065
O  0.9178  2.5857  -7.9681
O  1.0417  -0.0532  3.3232
O  3.8618  -2.9951  -3.4742
O  1.2733  -5.9697  -4.2294
O  1.3739  1.7794  -5.2654
O  -3.3029  -2.4649  2.1693
C  1.2834  -5.3073  -2.9753
C  0.8263  -4.6466  2.3397
C  4.9124  -2.4820  5.0688
C  0.5655  2.8670  -5.6476
C  2.5865  -5.8109  1.3029
C  6.2004  0.4975  6.7553
C  0.8555  1.0512  -4.2038
C  0.8995  -0.0450  0.3323
C  -1.1689  6.1159  -1.4532
C  -4.7961  -0.6448  -1.0214
C  1.8664  -6.8148  2.1946
C  0.8332  0.7836  4.4563
C  -3.2558  2.6365  3.5677
C  -4.5780  3.4303  -3.6280
C  4.8511  -2.4764  -5.4990
C  4.9850  -2.9363  2.7816
C  0.5635  4.8572  -0.3507
C  -1.4924  -2.3299  -2.0439
C  3.7916  1.5754  -1.8541
C  1.3622  3.1174  -9.1843
C  4.8578  4.8276  0.5291
C  -3.6748  3.1030  -4.7948
C  -2.9171  4.8790  3.0043
C  -2.1540  3.6958  3.5650
C  3.9671  -1.3197  -5.0898
C  -4.3182  -4.4239  2.9979
C  3.4356  2.2435  2.7597
C  4.3121  2.8804  1.6811
C  0.1528  1.1703  -0.1659
C  4.3178  -3.6267  -4.6634
C  1.3736  -1.3593  3.7633
C  1.9813  -2.0740  -0.3167
C  0.6886  -1.5512  5.1239
C  -3.0495  -3.6064  2.9420
C  -4.1076  2.9744  2.3431
C  -4.6364  4.3223  -1.4519
C  0.3207  -0.1228  5.5836
C  -1.5868  1.8818  -1.5224
C  3.8114  -1.5550  -3.5856
C  -0.7849  5.5195  -0.0991
C  4.4306  3.3555  4.5894
C  -9.6918  -1.8606  0.2901
C  -0.3305  5.3395  -2.4858
C  -2.1657  -1.6833  1.9166
C  -3.3106  0.7413  -4.6502
C  0.4895  -6.1525  2.3597
C  1.0913  3.5068  -6.9060
C  4.9287  -1.3339  6.0556
C  -6.1372  -2.1418  0.1419
C  -5.7000  -5.7278  1.6473
C  -7.4538  -2.3610  0.8559
H  -2.3897  -0.6483  1.6666
H  -0.8445  -3.0771  -1.5703
H  1.3045  -2.6791  0.2904
H  -4.0560  -0.5991  -0.2131
H  -5.3615  -2.0585  0.9101
H  -9.6140  -0.7729  0.1972
H  1.4053  5.5352  -0.1763
H  0.5505  4.4273  -7.1511
H  -10.4704  -2.1619  -0.4111
H  4.9548  2.4174  4.8211
H  -4.4091  -1.3394  -1.7757
H  0.0412  -6.4098  3.3176
H  0.8514  1.8647  -0.6554
H  -4.0885  0.4903  -3.9099
H  -0.3180  1.6892  0.6796
H  -7.5980  -1.5415  1.5714
H  3.6740  -5.8145  1.2931
H  -5.3700  5.0373  -1.8320
H  5.1708  -4.2677  -4.4275
H  -0.9906  2.4778  -2.2201
H  -0.1502  -6.3948  1.5113
H  -2.2567  5.6589  2.6270
H  -3.9954  4.7881  -0.7075
H  5.6459  1.2675  -1.3069
H  -0.9311  4.6422  -3.0717
H  5.8238  4.8087  1.0459
H  -2.2468  6.0641  -1.6086
H  -1.7601  3.8372  4.5695
H  -0.9580  7.1870  -1.4355
H  1.7681  1.2812  4.7289
H  2.9663  -1.3970  -5.5224
H  4.6148  -2.5161  1.8479
H  7.1672  0.9692  6.5770
H  4.9458  -2.6536  -6.5711
H  0.1007  1.5476  4.1939
H  3.9890  -0.7837  5.9160
H  0.4509  3.5972  -4.8362
H  3.4485  2.6063  -1.7242
H  2.1471  3.7716  -6.7695
H  -5.1125  -3.8305  3.4743
H  1.2198  2.3696  -9.9653
H  -4.3065  2.8924  -5.6665
H  0.0556  -4.1242  1.7706
H  -0.2674  -2.0711  5.0724
H  3.8906  1.2902  3.0472
H  2.4544  -1.5276  3.8227
H  -2.6934  -3.3011  3.9312
H  4.6027  5.8808  0.4413
H  -5.1665  2.8988  2.5906
H  2.4328  2.0620  2.3741
H  5.1973  3.9126  4.0363
H  0.9102  1.5642  -3.2308
H  -4.2109  -5.3427  3.5812
H  -5.2470  4.2489  -3.9322
H  -2.1602  -2.9192  -2.6762
H  4.9449  -1.7140  7.0821
H  -3.5002  5.3147  3.8296
H  2.1056  -2.5840  -1.2721
H  6.2125  0.1010  7.7754
H  -2.8080  1.6400  3.5748
H  -0.6894  6.3543  0.5970
H  2.3392  -6.8511  3.1835
H  5.8650  -2.2046  -5.1823
H  1.4251  0.1277  -4.0844
H  -9.9874  -2.1712  1.2956
H  6.0241  -3.2615  2.6407
H  -3.0350  3.9497  -5.0449
H  0.7917  3.9998  -9.4904
H  -2.5224  0.0107  -4.4567
H  4.3056  2.2441  0.7878
H  3.2142  1.1599  -2.6816
H  0.9204  -4.2967  3.3688
H  0.2210  6.0110  -3.1457
H  5.8623  -3.0307  5.1292
H  -3.8298  2.7255  4.4924
H  0.8633  0.0976  6.5024
H  4.1601  -3.2439  5.3106
H  -2.2964  -4.2567  2.4737
H  4.3966  -0.3441  -5.3154
H  -4.7443  0.3345  -1.5013
H  5.3093  2.9237  2.1370
H  2.9355  -1.9111  0.1889
H  0.5676  -5.6358  -2.2178
H  2.4323  3.3455  -9.2053
H  2.8730  -1.1576  -3.2001
H  -1.3553  3.4210  2.8698
H  4.9028  4.3170  -0.4356
H  -5.3557  -6.6676  2.1009
H  -1.5584  -2.1806  1.1520
H  0.7037  3.9559  0.2439
H  -0.7556  -0.0255  5.6933
H  5.4546  1.2922  6.6574
H  -5.2222  2.5691  -3.3995
H  -1.8533  2.4819  -0.6462
H  -2.1295  -1.8070  -1.3267
H  -6.6338  -5.4185  2.1279
H  -1.5134  4.7991  0.2751
H  1.8046  0.1324  0.9235
H  1.4359  -2.0508  5.7396
H  -5.9477  -3.0078  -0.5002
H  2.2642  -6.0247  0.2735
H  -1.5290  -1.6167  2.8139
H  -2.4655  1.6010  -2.0962
H  4.4533  -3.8815  2.9609
H  -5.1332  3.4635  -0.9887
H  1.2105  -4.2176  -3.0801
H  0.3722  -5.9110  -4.5651
H  3.5539  -4.2055  -5.1856
H  4.6331  -1.1680  -2.9774
H  4.2023  3.8818  5.5109
H  0.2161  -0.5963  0.9939
H  -0.2261  -0.8576  -2.1733
H  -3.7351  0.5663  -5.6483
H  1.0184  -2.0439  2.9888
H  -3.8480  2.3775  1.4680
H  -7.3422  -3.2367  1.5034
H  1.8077  -7.8618  1.9032
H  -0.1835  0.7084  -4.3025
H  3.4119  0.9893  -1.0102
H  -5.8634  -6.0010  0.6039
H  2.2970  -5.4156  -2.5811
H  -0.4259  2.4436  -5.8687

Values from the calculation:
* LUMO: 0.4 eV
* calculated total energy: -3671.19613 hartree
* HOMO-LUMO gap: 9.4 eV
* E_HOMO: -8.962 eV